(1)
{
  "formula": "C21H57B3O21S7",
  "method": "ωB97M-V with the def2-TZVPD basis set",
  "species": ["C", "C", "O", "S", "C", "O", "O", "H", "H", "H", "H", "H", "H", "H", "H", "C", "C", "O", "S", "C", "O", "O", "H", "H", "H", "H", "H", "H", "H", "H", "C", "C", "O", "S", "C", "O", "O", "H", "H", "H", "H", "H", "H", "H", "H", "C", "C", "O", "S", "C", "O", "O", "H", "H", "H", "H", "H", "H", "H", "H", "C", "C", "O", "S", "C", "O", "O", "H", "H", "H", "H", "H", "H", "H", "H", "C", "C", "O", "S", "C", "O", "O", "H", "H", "H", "H", "H", "H", "H", "H", "S", "C", "C", "C", "B", "O", "B", "O", "B", "O", "H", "H", "H", "H", "H", "H", "H", "H", "H"],
  "coordinates": [[6.389, -0.721, -0.102], [5.231, -1.624, 0.267], [4.635, -2.269, -0.882], [5.355, -3.538, -1.482], [4.028, -4.077, -2.500], [5.575, -4.481, -0.422], [6.459, -3.142, -2.299], [7.242, -1.294, -0.464], [6.700, -0.160, 0.778], [6.101, -0.025, -0.889], [5.530, -2.380, 0.996], [4.418, -1.049, 0.695], [3.183, -4.338, -1.867], [4.386, -4.947, -3.046], [3.772, -3.274, -3.185], [-1.242, -2.425, 2.621], [0.154, -2.065, 3.073], [1.090, -3.161, 2.923], [1.665, -3.485, 1.495], [2.988, -4.514, 2.014], [2.191, -2.281, 0.908], [0.718, -4.245, 0.738], [-1.288, -2.577, 1.543], [-1.932, -1.621, 2.880], [-1.577, -3.346, 3.099], [0.531, -1.189, 2.541], [0.174, -1.831, 4.135], [3.670, -3.920, 2.617], [3.486, -4.879, 1.116], [2.576, -5.339, 2.589], [-7.884, -1.154, 1.964], [-7.172, 0.102, 1.514], [-6.526, 0.812, 2.608], [-5.144, 0.229, 3.105], [-4.631, 1.619, 4.050], [-4.278, 0.067, 1.971], [-5.363, -0.881, 3.979], [-7.181, -1.910, 2.310], [-8.446, -1.560, 1.123], [-8.568, -0.934, 2.783], [-6.427, -0.115, 0.751], [-7.879, 0.813, 1.094], [-4.499, 2.467, 3.384], [-3.688, 1.347, 4.519], [-5.387, 1.821, 4.804], [-9.007, -1.036, -4.612], [-7.691, -1.775, -4.679], [-6.645, -1.125, -3.908], [-6.673, -1.311, -2.337], [-5.043, -0.740, -2.010], [-6.775, -2.706, -2.032], [-7.614, -0.396, -1.760], [-9.437, -1.088, -3.612], [-9.717, -1.473, -5.315], [-8.872, 0.016, -4.862], [-7.787, -2.809, -4.346], [-7.303, -1.793, -5.695], [-4.337, -1.417, -2.482], [-4.911, -0.745, -0.929], [-4.944, 0.269, -2.400], [-11.368, 4.190, -9.213], [-10.037, 3.988, -8.523], [-10.135, 4.090, -7.079], [-10.722, 2.838, -6.301], [-10.224, 3.322, -4.687], [-9.995, 1.670, -6.700], [-12.149, 2.847, -6.378], [-12.053, 3.370, -9.004], [-11.211, 4.245, -10.290], [-11.838, 5.113, -8.875], [-9.587, 3.029, -8.780], [-9.332, 4.770, -8.797], [-9.138, 3.348, -4.647], [-10.616, 2.573, -4.002], [-10.651, 4.297, -4.469], [4.630, -1.626, 7.661], [4.622, -0.279, 6.972], [4.669, -0.392, 5.526], [3.321, -0.773, 4.783], [3.825, -0.357, 3.156], [2.285, 0.116, 5.220], [3.117, -2.187, 4.867], [3.707, -2.173, 7.477], [4.738, -1.481, 8.736], [5.459, -2.235, 7.301], [3.753, 0.316, 7.252], [5.512, 0.294, 7.223], [4.032, 0.710, 3.115], [3.010, -0.621, 2.485], [4.711, -0.941, 2.925], [14.120, 2.350, -0.015], [12.603, 3.349, 0.060], [11.978, 3.367, 1.448], [10.848, 4.415, 1.587], [9.503, 3.785, 1.121], [8.722, 2.993, 1.965], [8.620, 1.717, 1.450], [8.312, 1.594, 0.105], [8.842, 2.571, -0.724], [9.074, 3.831, -0.207], [13.601, 1.240, 0.525], [12.925, 4.349, -0.230], [11.913, 2.959, -0.687], [11.613, 2.358, 1.675], [12.760, 3.560, 2.182], [10.774, 4.712, 2.634], [11.086, 5.311, 1.010], [8.856, 0.764, 2.120], [9.135, 2.321, -1.847]],
  "multiplicity": 1,
  "relative_energy_ev": 0.0000,
  "e_lumo_ev": 0.3,
  "energy_ev": -143579.3267,
  "charge": 0,
  "smiles": "CCOS(C)(=O)=O.CCOS(C)(=O)=O.CCOS(C)(=O)=O.CCOS(C)(=O)=O.CCOS(C)(=O)=O.CCOS(C)(=O)=O.SCCCB1OBOBO1",
  "orbital_gap_ev": 9.58
}

***

(2)
{
  "formula": "C21H60N4O9",
  "method": "ωB97M-V with the def2-TZVPD basis set",
  "species": ["N", "C", "N", "O", "H", "H", "H", "H", "N", "C", "N", "O", "H", "H", "H", "H", "C", "C", "C", "O", "H", "H", "H", "H", "H", "H", "H", "H", "C", "C", "C", "O", "H", "H", "H", "H", "H", "H", "H", "H", "C", "C", "C", "O", "H", "H", "H", "H", "H", "H", "H", "H", "C", "C", "C", "O", "H", "H", "H", "H", "H", "H", "H", "H", "C", "C", "C", "O", "H", "H", "H", "H", "H", "H", "H", "H", "C", "C", "C", "O", "H", "H", "H", "H", "H", "H", "H", "H", "C", "O", "H", "H", "H", "H"],
  "coordinates": [[17.540, -29.396, 2.256], [17.738, -29.679, 3.549], [16.840, -29.062, 4.327], [18.753, -30.374, 4.157], [18.178, -29.618, 1.403], [17.115, -28.501, 2.051], [16.959, -29.341, 5.326], [16.011, -28.547, 4.098], [13.772, -32.805, 6.612], [12.597, -33.389, 6.723], [11.841, -32.871, 7.565], [12.196, -34.445, 5.895], [14.339, -33.095, 5.804], [14.008, -32.061, 7.248], [11.048, -33.543, 7.712], [12.103, -32.293, 8.445], [13.947, -29.483, 8.054], [13.853, -28.843, 6.735], [14.018, -29.928, 5.557], [12.766, -28.267, 6.445], [13.739, -28.743, 8.822], [14.966, -29.760, 8.208], [13.339, -30.324, 8.033], [14.700, -28.147, 6.561], [13.124, -30.515, 5.442], [14.801, -30.603, 5.769], [14.211, -29.311, 4.649], [12.973, -27.668, 5.709], [19.436, -31.901, 0.973], [19.017, -31.048, -0.185], [17.652, -31.537, -0.851], [18.999, -29.804, 0.027], [20.240, -31.368, 1.517], [19.788, -32.925, 0.702], [18.612, -32.035, 1.614], [19.758, -31.268, -0.950], [17.688, -31.098, -1.815], [16.798, -31.081, -0.307], [17.474, -32.632, -0.939], [19.323, -29.367, -0.737], [11.932, -33.105, 3.210], [11.249, -31.846, 3.678], [11.613, -30.594, 2.921], [10.032, -31.906, 3.754], [13.058, -33.074, 3.278], [11.641, -33.205, 2.138], [11.505, -33.925, 3.779], [11.693, -31.723, 4.687], [11.412, -29.672, 3.448], [10.971, -30.420, 2.000], [12.641, -30.534, 2.713], [9.748, -31.361, 4.498], [18.443, -30.499, 8.639], [17.930, -30.444, 7.207], [17.134, -31.732, 6.728], [17.123, -29.518, 7.015], [17.501, -30.587, 9.229], [19.024, -29.663, 9.015], [19.163, -31.322, 8.758], [18.779, -30.156, 6.569], [16.725, -31.695, 5.674], [16.300, -32.047, 7.369], [17.884, -32.519, 6.882], [17.389, -28.805, 7.590], [13.019, -34.155, -0.479], [13.969, -32.994, -0.503], [14.245, -32.686, -1.861], [13.661, -31.920, 0.091], [12.752, -34.287, 0.645], [13.433, -34.940, -1.077], [12.048, -33.888, -0.989], [14.832, -33.280, 0.041], [14.617, -33.572, -2.358], [14.917, -31.843, -1.958], [13.298, -32.370, -2.392], [14.386, -31.538, 0.613], [13.749, -28.534, 1.731], [13.578, -27.236, 0.988], [12.125, -26.925, 0.795], [14.150, -26.289, 1.597], [13.413, -29.456, 1.156], [13.200, -28.397, 2.624], [14.775, -28.712, 2.040], [14.059, -27.187, -0.031], [12.018, -25.963, 0.468], [11.545, -26.968, 1.756], [11.570, -27.480, 0.075], [14.057, -25.485, 1.068], [15.513, -32.234, 2.858], [15.688, -31.320, 1.866], [14.876, -31.786, 3.579], [16.457, -32.474, 3.332], [15.085, -33.074, 2.351], [16.289, -30.593, 2.151]],
  "multiplicity": 1,
  "relative_energy_ev": 3.5294,
  "e_lumo_ev": 0.2,
  "energy_ev": -47129.4476,
  "charge": 0,
  "smiles": "NC(N)=O.NC(N)=O.CC(C)O.CC(C)O.CC(C)O.CC(C)O.CC(C)O.CC(C)O.CO",
  "orbital_gap_ev": 9.16
}

***

(3)
{
  "formula": "C21H60N6O9",
  "method": "ωB97M-V with the def2-TZVPD basis set",
  "species": ["C", "O", "C", "C", "C", "N", "H", "H", "H", "H", "H", "H", "H", "H", "H", "H", "H", "C", "O", "C", "C", "C", "N", "H", "H", "H", "H", "H", "H", "H", "H", "H", "H", "H", "C", "O", "C", "C", "C", "N", "H", "H", "H", "H", "H", "H", "H", "H", "H", "H", "H", "C", "O", "C", "C", "C", "N", "H", "H", "H", "H", "H", "H", "H", "H", "H", "H", "H", "N", "C", "N", "O", "H", "H", "H", "H", "O", "C", "C", "O", "H", "H", "H", "H", "H", "H", "O", "C", "C", "O", "H", "H", "H", "H", "H", "H"],
  "coordinates": [[-0.738, 6.012, 2.844], [-0.162, 4.781, 2.399], [-1.066, 3.686, 2.472], [-0.440, 2.369, 2.114], [-0.282, 1.960, 0.697], [-1.287, 1.328, 2.807], [-0.895, 5.954, 3.939], [-1.678, 6.254, 2.332], [0.026, 6.746, 2.644], [-1.316, 3.554, 3.532], [-1.991, 3.825, 1.869], [0.494, 2.308, 2.641], [-1.233, 1.644, 0.288], [0.415, 1.097, 0.630], [0.109, 2.744, 0.040], [-1.007, 0.381, 2.553], [-1.257, 1.372, 3.814], [-3.845, 0.429, -1.836], [-2.505, -0.201, -1.951], [-2.077, -0.567, -3.259], [-2.674, -1.850, -3.892], [-2.568, -2.942, -2.860], [-1.981, -2.318, -5.109], [-4.651, -0.326, -2.084], [-3.913, 1.240, -2.635], [-3.875, 0.829, -0.798], [-2.209, 0.288, -3.919], [-0.997, -0.684, -3.142], [-3.775, -1.601, -3.941], [-3.091, -2.743, -1.921], [-1.485, -2.986, -2.631], [-2.889, -3.907, -3.265], [-1.896, -1.630, -5.843], [-2.463, -3.106, -5.530], [1.544, -1.517, 4.489], [2.700, -0.845, 4.130], [2.634, -0.473, 2.779], [3.914, 0.179, 2.309], [3.856, 0.629, 0.852], [5.040, -0.709, 2.477], [1.596, -1.809, 5.525], [1.163, -2.356, 3.860], [0.695, -0.777, 4.485], [2.339, -1.360, 2.173], [1.802, 0.262, 2.637], [3.967, 1.058, 2.945], [3.067, 1.410, 0.760], [3.602, -0.250, 0.194], [4.826, 1.089, 0.609], [5.052, -1.234, 3.340], [5.016, -1.368, 1.697], [5.034, 1.446, -2.658], [4.066, 0.441, -2.712], [3.068, 0.444, -3.736], [2.061, 1.591, -3.630], [1.159, 1.485, -2.408], [1.143, 1.637, -4.818], [5.702, 1.187, -1.815], [4.546, 2.455, -2.484], [5.595, 1.538, -3.617], [3.583, 0.459, -4.705], [2.611, -0.547, -3.585], [2.712, 2.493, -3.555], [0.562, 0.576, -2.557], [0.484, 2.368, -2.403], [1.709, 1.440, -1.468], [1.621, 1.672, -5.691], [0.337, 2.248, -4.709], [-0.456, -1.617, -0.061], [-1.198, -1.625, 1.180], [-2.590, -1.660, 1.036], [-0.614, -1.667, 2.293], [0.526, -1.343, -0.107], [-0.895, -1.386, -0.965], [-3.227, -1.570, 1.838], [-2.962, -1.383, 0.145], [-6.296, 0.207, 1.014], [-6.150, 1.143, 2.117], [-4.745, 1.086, 2.711], [-3.732, 1.277, 1.732], [-5.658, 0.577, 0.382], [-6.409, 2.121, 1.744], [-6.824, 0.862, 2.936], [-4.508, 0.148, 3.197], [-4.504, 1.890, 3.439], [-2.837, 1.331, 2.209], [2.388, -2.991, -0.311], [1.742, -4.167, 0.160], [2.416, -5.463, -0.193], [3.470, -5.793, 0.661], [3.332, -3.107, -0.184], [1.695, -4.053, 1.281], [0.699, -4.166, -0.178], [2.814, -5.424, -1.196], [1.683, -6.264, -0.179], [3.236, -5.765, 1.591]],
  "multiplicity": 1,
  "relative_energy_ev": 5.4240,
  "e_lumo_ev": 0.6,
  "energy_ev": -50115.3349,
  "charge": 0,
  "smiles": "COC[C@H](C)N.COC[C@H](C)N.COC[C@H](C)N.COC[C@H](C)N.NC(N)=O.OCCO.OCCO",
  "orbital_gap_ev": 9.47
}